Below is C36H58BN9O2S as an isolated structure, with properties calculated with wB97M-V/def2-TZVPD.

Element x y z (Å)
H1 -8.59 7.29 -2.69
H2 -4.89 -2.05 0.83
C1 10.07 1.55 -1.74
H3 5.34 -4.42 3.24
H4 7.08 -5.77 4.64
H5 1.86 4.23 0.84
H6 -3.79 -5.17 -2.89
H7 -5.76 -3.67 -3.08
H8 -4.60 1.76 -4.44
C2 -8.09 4.10 -1.76
C3 -5.26 -3.20 2.63
H9 1.40 -0.63 1.52
H10 5.45 -4.45 1.47
H11 7.54 1.46 1.88
H12 1.90 0.55 -0.01
H13 -6.86 5.35 -2.95
C4 -0.62 2.90 -0.02
H14 -5.04 -4.20 3.00
H15 7.09 -1.49 2.62
N1 8.14 -0.23 -1.51
H16 -8.90 7.94 -1.08
N2 -3.66 -2.36 -5.06
N3 4.21 -1.52 1.42
C5 8.98 0.54 -1.61
H17 5.20 1.48 1.10
H18 -4.19 2.05 -2.74
H19 -0.10 3.59 -0.74
C6 -3.24 -2.29 3.74
H20 -5.17 -2.30 4.60
H21 -4.70 -6.32 -5.58
H22 1.74 2.08 -1.00
C7 -3.94 -6.07 -4.84
H23 -4.32 0.40 -3.36
H24 -6.35 -3.11 2.58
C8 -5.32 -4.11 -3.98
H25 6.32 -6.57 2.39
H26 -9.54 6.37 -1.52
S1 -4.22 3.82 0.91
H27 8.22 4.40 -0.94
C9 6.93 -5.67 2.47
C10 0.44 -0.45 2.06
N4 -8.93 3.31 -1.66
H28 -4.96 -1.15 3.27
O1 2.89 1.77 2.33
H29 10.99 1.12 -1.33
H30 2.24 2.06 3.00
C11 8.63 -4.54 3.87
C12 8.43 3.48 -1.50
C13 6.04 -4.44 2.40
C14 1.63 1.64 0.03
H31 -6.58 7.11 -1.20
C15 -4.72 -2.16 3.62
C16 -4.39 -3.12 -4.59
C17 -4.68 -3.04 1.23
H32 8.62 -0.62 2.67
N5 -3.90 2.42 1.73
H33 10.24 1.77 -2.79
H34 -2.26 0.15 2.64
H35 -5.12 -3.78 0.56
H36 -5.26 -6.09 -3.15
B1 2.48 2.45 1.15
C18 -6.24 1.40 -3.07
H37 -6.13 -4.32 -4.69
C19 0.12 1.77 0.51
C20 5.51 0.74 1.85
H38 8.53 3.73 -2.56
H39 7.32 -0.17 3.78
H40 -7.52 6.15 -0.06
C21 7.02 0.51 1.74
C22 7.75 -5.74 3.77
C23 -6.01 -0.45 -1.45
H41 -6.01 1.59 -0.92
H42 7.61 -5.67 1.61
O2 2.75 3.84 0.93
C24 -8.68 7.03 -1.63
H43 -0.13 -1.42 2.10
C25 -7.40 6.39 -1.12
C26 -6.51 0.93 -1.64
H44 -3.60 -3.19 1.22
C27 4.78 -0.53 1.61
H45 -7.58 0.96 -1.43
C28 -7.01 5.12 -1.89
H46 5.25 1.12 2.83
H47 6.62 -3.52 2.40
C29 9.70 2.82 -0.97
C30 -2.03 3.10 0.44
C31 -2.59 2.06 1.42
H48 -6.64 2.40 -3.20
C32 -1.80 0.88 1.94
N6 -2.82 4.17 0.04
N7 9.31 -3.62 3.96
H49 7.56 2.83 -1.38
H50 -6.76 0.75 -3.77
H51 10.53 3.53 -1.05
H52 -3.44 -6.99 -4.54
H53 8.36 -6.64 3.78
N8 -2.10 -2.39 3.83
H54 7.27 0.15 0.74
N9 -5.61 -1.52 -1.31
C33 -4.57 -5.39 -3.62
H55 -6.08 4.71 -1.50
H56 0.70 -0.17 3.12
C34 -0.40 0.74 1.49
C35 -4.75 1.40 -3.42
H57 9.57 2.59 0.09
C36 7.54 -0.50 2.76
H58 -3.19 -5.43 -5.31

Summary:
- E_LUMO: -1.00 eV
- Orbital gap: 7.79 eV
- Total charge: 0
- Energy relative to the best compared isomer or geometry (same formula, charge and spin): 2.164 eV
- E: -2472.8515 Ha

Below is C36H58BrCl23N2O3S as an isolated structure, with properties calculated with wB97M-V/def2-TZVPD.

Element x y z (Å)
C1 2.05 -1.49 -1.84
H1 -1.91 2.03 -10.79
H2 0.17 6.79 0.21
O1 4.88 -1.25 -0.49
C2 -3.34 0.86 -9.73
C3 -0.87 -0.92 0.53
C4 -0.96 4.97 -0.04
H3 1.21 -0.10 3.78
H4 6.72 -2.22 -0.45
C5 2.20 -2.89 -1.68
Cl1 -7.07 6.49 -2.86
Cl2 2.82 2.31 3.88
C6 1.74 2.17 6.37
H5 -6.35 2.78 -2.79
H6 -0.89 -5.35 5.65
C7 6.31 -1.37 1.49
H7 5.91 -0.37 1.56
N1 3.09 -3.68 -2.29
H8 4.92 7.66 5.24
H9 7.38 -1.30 1.54
Cl3 -8.47 2.43 -3.74
H10 2.68 -0.87 4.37
Cl4 -0.65 0.76 -9.28
N2 1.62 -4.91 -0.82
C8 2.96 -0.73 -2.75
C9 0.32 -2.93 -0.12
C10 5.25 6.78 4.68
Cl5 5.02 5.41 7.04
H11 -6.62 -2.05 0.49
C11 -1.77 -5.87 5.28
O2 -1.71 1.28 0.42
C12 5.97 5.81 5.58
C13 2.47 3.10 5.44
H12 5.41 -2.96 0.40
Cl6 0.09 1.79 5.80
H13 3.86 -1.30 -2.88
H14 0.91 -1.40 5.91
H15 -1.92 5.44 -0.27
H16 4.68 1.84 -1.23
H17 -3.84 -1.66 -6.28
H18 3.00 -7.88 3.30
H19 5.92 7.10 3.89
H20 -5.65 7.77 -4.22
C14 4.19 0.90 -1.11
H21 3.73 1.20 -3.16
Cl7 -3.32 -2.24 2.08
C15 -4.90 -1.56 1.65
H22 -4.72 -0.58 1.21
Cl8 -2.58 -6.60 6.70
Cl9 -0.66 -3.89 0.89
H23 2.50 -0.68 -3.73
Cl10 -4.73 -2.49 -0.85
C16 0.18 -1.63 -0.25
H24 6.90 6.26 5.92
C17 1.34 -3.60 -0.84
H25 0.88 0.12 -1.24
H26 -5.59 5.40 -5.07
H27 -3.41 1.48 -8.84
C18 -3.18 -1.14 -5.58
H28 -1.90 0.31 -11.22
H29 1.90 4.00 5.23
Cl11 -2.25 -0.97 -3.02
Cl12 6.31 -6.65 2.24
H30 -1.46 -6.68 4.63
H31 -1.14 4.04 0.49
H32 -0.78 -1.28 1.54
Cl13 3.82 6.07 3.90
C19 -6.27 0.80 -3.54
H33 1.64 2.64 7.35
H34 1.31 -2.89 5.03
Cl14 -7.18 -0.74 -3.51
H35 -2.08 -4.39 3.79
H36 -2.15 -1.30 -5.89
H37 2.28 1.23 6.48
C20 1.69 -1.06 3.96
H38 -3.32 -2.73 -4.16
C21 1.04 -0.93 -1.13
Cl15 -4.02 -5.69 3.73
H39 -3.99 6.12 -4.85
C22 -5.49 6.92 -3.56
H40 -7.31 1.63 -1.84
H41 -0.67 6.23 1.66
Cl16 -0.20 4.56 -1.60
H42 -5.48 -1.42 2.57
H43 3.42 3.39 5.88
Cl17 -4.41 4.43 -3.28
H44 -4.42 -1.39 -3.83
H45 6.20 4.89 5.06
H46 -5.32 0.63 -3.03
H47 -1.82 -1.21 0.13
C23 -4.89 5.79 -4.34
C24 0.90 -1.88 4.93
Br1 0.91 1.39 1.04
Cl18 -3.52 0.60 -5.72
H48 -6.07 1.05 -4.58
C25 3.27 0.69 -2.32
H49 5.06 -6.75 4.23
C26 3.71 -7.35 2.67
S1 2.84 -5.16 -1.79
O3 6.44 0.16 -1.17
C27 -0.80 0.56 0.59
C28 5.29 -0.08 -0.94
Cl19 3.07 -5.70 2.43
H50 5.96 -1.93 2.33
Cl20 1.93 -1.85 2.38
H51 -4.84 7.23 -2.74
H52 -5.72 -3.47 1.04
Cl21 1.37 5.12 1.35
Cl22 -3.65 -0.82 -9.24
C29 -3.43 -1.65 -4.18
C30 -5.63 -2.45 0.68
H53 -4.14 1.15 -10.41
H54 2.36 1.22 -2.12
C31 -0.12 5.91 0.78
H55 5.37 -8.35 3.55
C32 5.88 -2.02 0.19
Cl23 -0.81 -2.03 4.44
H56 3.74 -7.83 1.69
C33 -7.01 1.92 -2.85
C34 -2.01 1.02 -10.40
H57 3.61 0.91 -0.20
C35 5.07 -7.33 3.32
C36 -2.66 -4.89 4.56
H58 -3.06 -4.15 5.24

Summary:
- E_LUMO: -0.16 eV
- Orbital gap: 8.23 eV
- Total charge: 0
- E: -15298.4852 Ha

Below is a 7-piece molecular cluster, C36H58N6O10 overall, with properties calculated with wB97M-V/def2-TZVPD.

Element x y z (Å)
H1 2.39 -0.75 -0.79
H2 7.94 -3.37 -3.48
H3 6.62 -4.12 -2.23
H4 4.90 -3.73 -3.82
C1 0.72 -1.11 -2.62
H5 1.03 -1.13 5.99
C2 -3.45 0.71 8.54
H6 -0.41 8.83 -2.74
C3 -3.84 -5.22 -5.58
H7 0.73 1.52 3.43
N1 -5.64 1.06 1.65
O1 -4.59 -1.45 -1.29
C4 -5.28 0.88 0.26
C5 -2.71 -4.01 -5.65
C6 -1.37 -1.52 0.00
H8 8.92 -9.31 -2.85
H9 -0.34 5.53 0.33
H10 3.83 -0.48 -2.60
O2 -0.48 6.68 -1.43
C7 0.46 5.37 -4.67
H11 1.24 2.71 5.52
C8 -1.11 4.90 0.77
C9 1.51 -0.17 4.14
O3 5.20 -1.56 -3.82
H12 -4.29 0.41 0.22
H13 7.22 -7.04 -0.21
N2 -2.53 6.78 1.47
H14 -5.76 -0.35 5.83
H15 -3.65 0.74 5.20
H16 -1.20 3.99 0.16
H17 9.35 -6.92 -3.23
H18 -2.13 -1.70 0.89
C10 6.93 -3.21 -2.89
H19 -0.28 4.71 -5.13
H20 -3.45 7.21 1.42
H21 6.11 -3.08 -5.13
H22 0.85 8.17 -3.80
H23 8.47 -6.21 0.74
C11 -4.93 -5.37 -4.34
N3 8.87 -7.30 -2.42
C12 -3.54 -2.02 -1.90
H24 0.05 4.73 -2.69
H25 2.33 -1.91 5.07
H26 -1.37 8.45 1.83
C13 -2.64 -2.93 -4.40
C14 -0.20 6.71 -2.63
H27 2.67 -0.39 5.93
H28 -0.56 6.91 2.24
C15 1.91 -0.94 5.37
H29 -6.01 0.21 -0.20
H30 -6.62 3.47 0.71
O4 -3.41 5.19 0.16
H31 -0.88 7.97 -4.22
H32 0.48 6.32 -5.22
H33 -1.94 -3.92 -6.54
H34 -5.62 -4.34 -2.16
O5 1.62 -0.95 -3.80
C16 -5.89 3.50 1.53
C17 8.19 -8.56 -2.55
N4 0.10 5.55 -3.29
O6 -1.26 -0.89 -5.38
C18 5.75 -2.94 -4.00
C19 -1.51 7.45 2.25
N5 -4.01 0.69 6.15
C20 -0.16 8.00 -3.40
H35 -5.26 1.82 -0.29
H36 7.44 -8.46 -3.34
H37 -5.69 0.23 2.24
H38 7.70 -8.87 -1.63
C21 0.69 1.77 5.54
H39 6.99 -2.25 -2.18
C22 3.99 -1.60 -2.99
C23 8.97 -6.50 -1.32
C24 -5.93 2.21 2.30
H40 -2.56 0.78 9.17
C25 8.30 -6.95 -0.05
H41 -6.15 4.33 2.19
H42 -1.87 7.54 3.28
H43 -0.38 1.98 5.58
C26 -1.94 -1.66 -1.54
O7 1.67 -0.61 3.01
H44 -3.94 -0.24 8.75
H45 0.98 1.19 6.42
H46 2.97 -2.17 -4.95
N6 0.96 1.07 4.31
H47 -4.89 3.67 1.14
H48 -5.76 -6.20 -4.27
C27 -3.72 -3.13 -3.14
O8 -6.22 2.18 3.50
C28 2.64 -2.01 -3.84
H49 -5.72 0.52 7.39
H50 1.44 4.90 -4.71
H51 -0.84 4.61 1.79
O9 -1.86 0.87 6.76
O10 9.60 -5.45 -1.38
C29 -0.87 -1.46 -2.81
H52 8.72 -7.91 0.28
C30 0.23 -1.18 0.25
H53 -4.10 1.55 8.78
C31 1.26 -0.97 -1.05
H54 -5.92 1.42 5.86
H55 -3.90 -6.02 -6.43
H56 2.17 -3.04 -3.45
H57 4.18 -2.25 -2.03
C32 -2.43 5.62 0.77
C33 -1.54 -1.68 -4.32
H58 0.60 -1.12 1.38
C34 -5.44 0.56 6.33
C35 -4.87 -4.29 -3.07
C36 -3.04 0.76 7.10

Summary:
- Structure (SMILES): CCOCCOc1cccc2c1C(=O)c1ccccc1C2=O.CNC(C)=O.CNC(C)=O.CNC(C)=O.CNC(C)=O.CNC(C)=O.CNC(C)=O
- E_LUMO: -1.46 eV
- Orbital gap: 7.26 eV
- Total charge: 0
- E: -2486.7992 Ha

Below is C36H59BN6S2SeSiTa as an isolated structure, with properties calculated with wB97M-V/def2-TZVPD.

Element x y z (Å)
H1 13.96 -13.20 -6.86
H2 3.21 -15.22 -5.53
H3 5.01 -13.33 -8.22
H4 11.51 -22.38 -7.90
H5 8.32 -23.20 -9.54
C1 8.58 -20.37 -6.42
H6 8.12 -21.46 -9.82
H7 7.30 -22.27 -8.42
C2 4.26 -15.50 -5.67
H8 14.05 -19.49 -12.18
H9 11.04 -18.58 -13.77
C3 9.65 -13.03 -7.34
C4 9.37 -11.67 -7.53
H10 13.66 -15.11 -4.50
C5 8.56 -19.03 -6.10
H11 3.85 -18.05 -7.67
C6 9.13 -12.81 -4.98
H12 7.53 -15.45 -12.57
S1 9.97 -14.05 -8.74
C7 3.81 -17.14 -8.30
N1 11.89 -17.99 -8.83
C8 9.65 -19.74 -12.50
C9 13.18 -18.03 -9.16
S2 9.95 -15.27 -5.71
H13 9.02 -13.28 -4.01
C10 7.70 -18.63 -4.91
H14 13.93 -17.73 -11.86
H15 14.50 -21.06 -10.22
C11 4.22 -14.08 -8.47
H16 2.75 -16.95 -8.61
H17 8.75 -9.85 -6.65
H18 14.56 -15.45 -6.89
Se1 6.99 -16.07 -7.80
C12 6.23 -18.91 -5.32
C13 8.73 -17.45 -12.14
Ta1 9.39 -16.21 -7.83
C14 8.10 -15.10 -11.69
H19 9.26 -22.57 -7.25
H20 4.28 -14.34 -9.54
H21 12.77 -20.87 -9.94
C15 13.08 -13.86 -6.89
H22 4.37 -17.38 -9.21
H23 7.98 -19.37 -4.15
H24 14.94 -18.73 -9.93
C16 7.81 -17.23 -4.31
H25 5.52 -18.70 -4.49
H26 10.72 -23.31 -9.19
H27 8.11 -21.15 -5.86
H28 8.73 -13.32 -12.84
H29 12.49 -18.76 -11.80
H30 14.89 -16.77 -8.62
H31 12.39 -13.48 -6.11
C17 9.33 -20.57 -7.57
H32 11.07 -19.92 -9.68
C18 13.56 -18.73 -11.56
H33 9.75 -13.63 -11.40
H34 8.41 -17.42 -13.15
H35 11.13 -21.58 -9.45
H36 5.92 -18.32 -6.19
N2 9.81 -18.19 -10.33
C19 8.90 -11.47 -5.18
H37 8.64 -20.09 -12.66
H38 7.68 -13.86 -9.92
C20 9.44 -18.52 -11.60
C21 13.23 -15.80 -5.24
H39 6.55 -13.65 -11.35
C22 12.93 -16.31 -7.72
H40 10.06 -21.32 -11.04
H41 11.52 -20.70 -11.80
C23 9.44 -21.95 -8.13
N3 11.71 -16.87 -7.91
C24 9.18 -14.14 -12.22
H42 3.23 -13.66 -8.28
H43 8.90 -16.95 -4.17
C25 9.52 -13.60 -6.06
C26 8.96 -10.91 -6.46
H44 7.36 -17.21 -3.30
H45 12.16 -15.88 -4.99
H46 6.44 -15.09 -10.30
H47 4.90 -14.74 -5.21
H48 13.92 -20.63 -8.63
H49 10.45 -21.72 -12.73
N4 9.26 -18.38 -7.08
H50 8.62 -10.85 -4.34
B1 10.66 -18.87 -9.21
H51 4.46 -16.45 -5.13
H52 6.05 -19.97 -5.60
C27 10.77 -22.32 -8.69
H53 9.39 -18.66 -14.40
C28 13.83 -16.96 -8.56
H54 9.41 -11.26 -8.52
C29 13.88 -18.99 -10.08
C30 8.22 -22.23 -9.03
H55 9.91 -14.75 -12.80
C31 13.75 -20.45 -9.70
C32 10.16 -19.23 -13.88
Si1 4.57 -15.64 -7.50
C33 10.46 -20.91 -11.98
H56 13.65 -16.81 -5.01
H57 12.57 -13.69 -7.87
H58 7.30 -16.46 -4.93
N5 9.82 -19.38 -7.97
H59 10.44 -20.11 -14.50
C34 7.14 -14.37 -10.75
C35 8.67 -16.43 -11.22
C36 13.48 -15.33 -6.68
N6 9.33 -16.84 -10.09

Summary:
- E_LUMO: -4.06 eV
- Orbital gap: 6.38 eV
- Total charge: +1
- Energy relative to the best compared isomer or geometry (same formula, charge and spin): 0.000 eV
- E: -5304.8476 Ha

> Which formula does entry 1 have?

C36H58BN9O2S